Record 1
{"formula": "C54H54Ge2N2OS10Ti", "method": "ωB97M-V/def2-TZVPD", "max_force_ev_per_a": 1.46, "e_lumo_ev": 3.576, "e_above_lowest_ev": 0.191, "total_charge": -2, "molar_mass_da": 1260.80, "homo_lumo_gap_ha": 0.2005, "homo_energy_ha": -0.0691, "e_tot_ha": -11260.55607, "elements": ["Ti", "S", "C", "S", "C", "C", "S", "S", "S", "C", "C", "C", "C", "C", "C", "C", "C", "C", "C", "C", "C", "C", "C", "C", "Ge", "S", "S", "Ge", "S", "S", "C", "C", "C", "C", "C", "C", "C", "C", "C", "C", "C", "C", "C", "C", "C", "C", "C", "C", "C", "C", "C", "C", "C", "C", "C", "C", "C", "C", "C", "C", "C", "C", "C", "H", "H", "H", "H", "H", "H", "H", "H", "H", "H", "H", "H", "H", "H", "H", "H", "H", "H", "H", "H", "H", "H", "H", "H", "H", "H", "H", "H", "H", "H", "H", "H", "H", "H", "H", "H", "H", "H", "H", "H", "H", "H", "H", "H", "H", "H", "H", "H", "H", "H", "N", "C", "C", "O", "H", "H", "H", "H", "S", "C", "N"], "coordinates": [[0.94, -0.44, -0.14], [-0.26, -6.70, 3.62], [-0.04, -5.33, 2.73], [-0.84, -3.84, 3.05], [-0.15, -2.90, 1.73], [0.74, -3.55, 0.94], [1.56, -2.91, -0.43], [1.03, -5.23, 1.37], [-0.71, -1.28, 1.53], [3.85, 3.14, 3.00], [4.07, 3.17, 1.51], [4.69, 2.10, 0.88], [4.91, 2.09, -0.49], [5.66, 0.95, -1.13], [4.46, 3.18, -1.26], [3.93, 4.30, -0.62], [3.61, 5.56, -1.39], [3.72, 4.27, 0.75], [4.65, 3.16, -2.74], [5.90, 3.53, -3.24], [6.15, 3.53, -4.60], [5.14, 3.14, -5.47], [3.89, 2.75, -4.99], [3.63, 2.77, -3.62], [1.89, 2.06, -2.82], [2.53, 0.18, -1.94], [0.78, 3.84, -1.85], [-1.05, 3.05, -2.92], [-2.46, 2.18, -1.41], [0.21, 1.90, -4.40], [-2.29, 4.40, -3.77], [-2.37, 5.73, -3.32], [-3.31, 6.59, -3.89], [-4.17, 6.15, -4.87], [-4.11, 4.84, -5.30], [-3.19, 3.95, -4.75], [-3.15, 2.54, -5.22], [-3.90, 1.55, -4.59], [-4.89, 1.89, -3.50], [-3.77, 0.23, -5.00], [-2.91, -0.12, -6.02], [-2.69, -1.56, -6.40], [-2.24, 0.89, -6.71], [-2.35, 2.22, -6.33], [-1.60, 3.28, -7.08], [-1.48, 6.27, -2.26], [-1.88, 6.27, -0.92], [-3.21, 5.70, -0.52], [-1.04, 6.83, 0.03], [0.17, 7.40, -0.32], [1.08, 8.01, 0.72], [0.54, 7.42, -1.66], [-0.26, 6.85, -2.63], [0.18, 6.82, -4.07], [2.92, 2.30, -6.03], [2.25, 3.24, -6.81], [2.36, 4.71, -6.50], [1.48, 2.82, -7.88], [1.36, 1.47, -8.20], [0.56, 1.01, -9.39], [2.03, 0.55, -7.40], [2.81, 0.93, -6.33], [3.55, -0.10, -5.52], [3.44, 2.17, 3.31], [3.15, 3.92, 3.31], [4.79, 3.28, 3.53], [5.01, 1.24, 1.47], [5.83, 0.16, -0.41], [6.62, 1.30, -1.51], [5.09, 0.54, -1.97], [4.04, 5.54, -2.39], [4.01, 6.43, -0.85], [2.53, 5.69, -1.48], [3.27, 5.13, 1.23], [6.67, 3.83, -2.54], [7.12, 3.83, -4.98], [5.33, 3.12, -6.53], [-3.35, 7.62, -3.54], [-4.90, 6.83, -5.30], [-4.79, 4.48, -6.06], [-4.72, 2.89, -3.10], [-4.80, 1.18, -2.68], [-5.91, 1.83, -3.89], [-4.32, -0.54, -4.48], [-3.23, -2.22, -5.73], [-1.63, -1.79, -6.32], [-3.00, -1.76, -7.43], [-1.59, 0.63, -7.54], [-1.35, 2.95, -8.08], [-0.67, 3.50, -6.55], [-2.18, 4.21, -7.14], [-4.02, 6.17, -1.09], [-3.39, 5.86, 0.54], [-3.24, 4.63, -0.73], [-1.34, 6.81, 1.07], [0.69, 7.83, 1.72], [1.16, 9.09, 0.58], [2.08, 7.59, 0.65], [1.48, 7.88, -1.95], [1.09, 7.41, -4.21], [-0.60, 7.21, -4.73], [0.38, 5.79, -4.37], [2.52, 4.87, -5.43], [1.46, 5.24, -6.81], [3.22, 5.14, -7.03], [0.97, 3.56, -8.49], [0.07, 1.86, -9.88], [-0.21, 0.30, -9.08], [1.20, 0.51, -10.11], [1.93, -0.51, -7.64], [3.58, -1.05, -6.03], [3.05, -0.24, -4.56], [4.57, 0.23, -5.31], [-1.10, -0.97, -2.56], [-0.40, -0.80, -1.66], [0.41, 1.97, 1.40], [0.46, 1.19, 0.25], [-0.33, 1.56, 2.10], [0.14, 3.00, 1.15], [1.39, 1.99, 1.89], [-1.47, 1.67, -0.67], [3.99, -1.18, 3.40], [3.06, -0.80, 2.16], [2.40, -0.46, 1.24]]}

=====

Record 2
{"formula": "C54H54O12", "method": "ωB97M-V/def2-TZVPD", "max_force_ev_per_a": 3.78, "e_lumo_ev": 0.166, "e_above_lowest_ev": 1.748, "total_charge": 0, "molar_mass_da": 895.01, "homo_lumo_gap_ha": 0.2904, "homo_energy_ha": -0.2843, "e_tot_ha": -2992.86707, "elements": ["O", "C", "C", "C", "C", "O", "C", "C", "H", "H", "H", "H", "H", "H", "O", "C", "C", "C", "C", "O", "C", "C", "H", "H", "H", "H", "H", "H", "O", "C", "C", "C", "C", "O", "C", "C", "H", "H", "H", "H", "H", "H", "O", "C", "C", "C", "C", "O", "C", "C", "H", "H", "H", "H", "H", "H", "O", "C", "C", "C", "C", "O", "C", "C", "H", "H", "H", "H", "H", "H", "O", "C", "C", "C", "C", "O", "C", "C", "H", "H", "H", "H", "H", "H", "C", "C", "C", "C", "C", "C", "H", "H", "H", "H", "H", "H", "C", "C", "C", "C", "C", "C", "H", "H", "H", "H", "H", "H", "C", "C", "C", "C", "C", "C", "H", "H", "H", "H", "H", "H"], "coordinates": [[-2.38, 4.60, -3.89], [-1.57, 5.27, -3.04], [-2.10, 6.13, -2.04], [-1.18, 6.78, -1.22], [0.21, 6.67, -1.38], [0.99, 7.39, -0.56], [0.69, 5.90, -2.44], [-0.19, 5.20, -3.26], [-3.25, 4.83, -3.56], [-3.17, 6.29, -2.01], [-1.60, 7.39, -0.43], [0.52, 7.79, 0.17], [1.75, 5.88, -2.63], [0.20, 4.62, -4.08], [-0.50, -2.35, -3.77], [-0.72, -1.06, -4.25], [0.41, -0.30, -4.62], [0.22, 0.93, -5.23], [-1.09, 1.48, -5.18], [-1.16, 2.79, -5.55], [-2.18, 0.76, -4.82], [-2.01, -0.55, -4.32], [-0.76, -2.39, -2.84], [1.44, -0.58, -4.44], [1.08, 1.53, -5.46], [-1.63, 3.26, -4.86], [-3.19, 1.15, -4.75], [-2.77, -1.26, -4.03], [3.61, 6.68, -0.87], [3.80, 5.37, -0.60], [4.94, 4.78, -1.10], [5.01, 3.38, -1.07], [3.95, 2.66, -0.53], [4.08, 1.29, -0.57], [2.91, 3.34, 0.01], [2.89, 4.70, 0.10], [2.68, 6.92, -0.79], [5.64, 5.41, -1.62], [5.87, 2.96, -1.57], [4.98, 0.95, -0.48], [2.06, 2.81, 0.42], [2.07, 5.15, 0.64], [3.71, -8.49, -0.96], [3.29, -7.29, -0.52], [2.05, -6.80, -0.96], [1.66, -5.54, -0.72], [2.36, -4.73, 0.16], [1.81, -3.56, 0.50], [3.59, -5.19, 0.61], [4.12, -6.42, 0.16], [4.66, -8.53, -0.84], [1.50, -7.40, -1.67], [0.79, -5.14, -1.21], [2.10, -3.35, 1.39], [4.24, -4.44, 1.03], [5.13, -6.74, 0.38], [-3.62, 3.73, 3.18], [-4.29, 2.76, 2.50], [-3.93, 1.42, 2.74], [-4.74, 0.49, 2.10], [-5.77, 0.75, 1.15], [-6.53, -0.26, 0.61], [-6.08, 2.09, 0.91], [-5.36, 3.09, 1.65], [-3.04, 3.44, 3.89], [-3.15, 1.01, 3.37], [-4.47, -0.55, 2.22], [-7.24, -0.01, 0.01], [-6.90, 2.28, 0.23], [-5.56, 4.15, 1.63], [-0.20, -3.03, -1.18], [-1.51, -3.12, -0.77], [-2.04, -4.23, -0.21], [-3.34, -4.18, 0.40], [-4.05, -3.04, 0.31], [-5.26, -2.95, 0.90], [-3.61, -1.89, -0.37], [-2.34, -2.03, -0.94], [0.47, -3.43, -0.62], [-1.52, -5.15, -0.03], [-3.79, -5.05, 0.88], [-5.57, -2.04, 0.82], [-4.08, -0.92, -0.34], [-2.01, -1.17, -1.50], [-1.49, -4.27, 3.29], [-1.20, -2.88, 3.44], [0.09, -2.50, 3.49], [1.10, -3.49, 3.43], [0.88, -4.76, 3.17], [-0.41, -5.24, 3.21], [-2.50, -4.63, 3.21], [-1.99, -2.15, 3.44], [0.37, -1.47, 3.58], [2.13, -3.29, 3.67], [1.70, -5.45, 3.12], [-0.62, -6.28, 3.06], [3.86, -1.02, 5.17], [2.98, -0.01, 4.91], [2.57, 0.27, 3.57], [3.19, -0.51, 2.56], [4.05, -1.48, 2.89], [4.37, -1.77, 4.19], [3.94, -1.33, 6.20], [2.38, 0.38, 5.72], [1.89, 1.02, 3.20], [2.92, -0.33, 1.53], [4.44, -2.18, 2.17], [5.06, -2.59, 4.33], [0.52, -0.14, -0.36], [0.90, 0.83, -1.33], [0.16, 1.99, -1.44], [-0.91, 2.23, -0.51], [-1.20, 1.27, 0.49], [-0.44, 0.16, 0.57], [1.06, -1.06, -0.25], [1.78, 0.77, -1.95], [0.52, 2.75, -2.12], [-1.50, 3.13, -0.59], [-2.03, 1.44, 1.16], [-0.63, -0.54, 1.37]]}

=====

Record 3
{"formula": "C54H55BaCl2N7S2Sb", "method": "ωB97M-V/def2-TZVPD", "max_force_ev_per_a": 0.57, "e_lumo_ev": 1.759, "e_above_lowest_ev": 0.000, "total_charge": -1, "molar_mass_da": 1196.21, "homo_lumo_gap_ha": 0.2224, "homo_energy_ha": -0.1577, "e_tot_ha": -4456.71347, "elements": ["Ba", "N", "C", "C", "N", "H", "H", "H", "H", "H", "H", "H", "H", "S", "C", "C", "C", "C", "N", "C", "C", "C", "S", "C", "N", "H", "H", "C", "C", "C", "C", "C", "C", "C", "N", "C", "N", "C", "C", "C", "C", "C", "C", "C", "N", "C", "C", "C", "C", "C", "C", "C", "H", "H", "H", "H", "H", "H", "H", "H", "H", "H", "H", "H", "H", "H", "H", "H", "H", "H", "H", "H", "H", "H", "C", "C", "C", "C", "C", "C", "C", "Sb", "C", "C", "C", "C", "C", "C", "C", "C", "C", "C", "C", "C", "C", "C", "H", "H", "H", "H", "H", "H", "H", "H", "H", "H", "H", "H", "H", "H", "H", "H", "H", "H", "H", "H", "H", "Cl", "C", "Cl", "H", "H"], "coordinates": [[0.89, -0.43, 1.41], [-2.09, 0.37, 1.64], [-2.36, 0.76, 3.03], [-2.14, -0.40, 3.98], [-0.74, -0.83, 3.96], [-2.29, 1.16, 1.03], [-2.73, -0.38, 1.37], [-3.38, 1.15, 3.17], [-1.66, 1.56, 3.29], [-2.76, -1.25, 3.68], [-2.48, -0.09, 4.98], [-0.58, -1.62, 4.58], [-0.16, -0.06, 4.29], [3.28, -0.71, 3.27], [2.74, 0.06, 4.74], [3.19, -0.48, 5.95], [2.84, 0.02, 7.19], [3.33, -0.60, 8.39], [3.72, -1.12, 9.34], [2.00, 1.15, 7.25], [1.54, 1.70, 6.07], [1.87, 1.20, 4.80], [1.17, 2.00, 3.42], [1.60, 1.72, 8.51], [1.28, 2.19, 9.50], [3.84, -1.35, 5.90], [0.90, 2.57, 6.12], [-2.14, -3.32, -2.66], [-1.68, -4.74, -2.82], [-1.98, -5.45, -3.97], [-1.61, -6.78, -4.14], [-0.92, -7.43, -3.12], [-0.59, -6.73, -1.97], [-0.96, -5.40, -1.81], [-0.64, -4.75, -0.60], [0.09, -3.57, -0.47], [0.79, -3.26, -1.57], [1.42, -2.07, -2.07], [1.55, -0.91, -1.30], [2.23, 0.13, -1.96], [2.68, 0.06, -3.27], [2.49, -1.11, -3.99], [1.86, -2.20, -3.40], [1.70, -3.47, -4.20], [0.09, -2.92, 0.65], [-0.76, -3.41, 1.68], [-2.15, -3.29, 1.57], [-2.99, -3.73, 2.58], [-2.44, -4.29, 3.73], [-1.06, -4.41, 3.84], [-0.20, -3.98, 2.83], [1.29, -4.11, 2.98], [-3.05, -3.15, -3.23], [-1.39, -2.61, -3.01], [-2.34, -3.08, -1.61], [-2.54, -4.96, -4.76], [-1.86, -7.31, -5.05], [-0.63, -8.46, -3.23], [-0.03, -7.21, -1.18], [-0.83, -5.24, 0.26], [0.79, -4.01, -2.24], [2.43, 1.05, -1.42], [3.20, 0.89, -3.73], [2.84, -1.19, -5.02], [2.14, -3.35, -5.19], [0.66, -3.76, -4.33], [2.22, -4.32, -3.72], [-2.56, -2.84, 0.67], [-4.06, -3.63, 2.48], [-3.08, -4.64, 4.53], [-0.63, -4.85, 4.73], [1.53, -4.84, 3.74], [1.74, -3.15, 3.27], [1.76, -4.40, 2.04], [3.03, 4.00, -2.58], [2.07, 5.17, -2.49], [2.42, 6.40, -3.03], [1.55, 7.48, -2.97], [0.31, 7.34, -2.37], [-0.05, 6.11, -1.83], [0.81, 5.02, -1.89], [0.28, 3.11, -1.05], [-1.57, 3.71, -0.10], [-1.45, 3.67, 1.30], [-2.53, 3.94, 2.12], [-3.76, 4.25, 1.56], [-3.88, 4.30, 0.18], [-2.80, 4.05, -0.67], [-3.02, 4.16, -2.16], [-0.37, 2.29, -2.95], [0.10, 2.85, -4.14], [-0.14, 2.24, -5.36], [-0.86, 1.05, -5.40], [-1.34, 0.50, -4.23], [-1.10, 1.10, -3.00], [-1.60, 0.48, -1.73], [3.90, 4.26, -3.18], [2.55, 3.14, -3.04], [3.37, 3.70, -1.59], [3.39, 6.52, -3.50], [1.84, 8.43, -3.40], [-0.37, 8.18, -2.32], [-1.01, 6.00, -1.34], [-0.51, 3.39, 1.75], [-2.41, 3.90, 3.20], [-4.62, 4.46, 2.18], [-4.84, 4.55, -0.26], [-3.64, 3.33, -2.52], [-2.08, 4.14, -2.71], [-3.54, 5.09, -2.39], [0.66, 3.78, -4.12], [0.24, 2.68, -6.27], [-1.05, 0.56, -6.35], [-1.91, -0.42, -4.26], [-2.30, -0.33, -1.92], [-2.09, 1.22, -1.09], [-0.73, 0.07, -1.20], [3.72, 2.39, 0.79], [5.21, 1.58, 1.29], [6.25, 1.17, -0.09], [4.93, 0.67, 1.82], [5.76, 2.25, 1.94]]}

=====

Record 4
{"formula": "C54H55CsGeN8O3S2", "method": "ωB97M-V/def2-TZVPD", "max_force_ev_per_a": 0.71, "e_lumo_ev": [3.621, 3.624], "e_above_lowest_ev": 0.000, "total_charge": -2, "molar_mass_da": 1133.74, "homo_lumo_gap_ha": [0.2079, 0.1662], "homo_energy_ha": [-0.0748, -0.0330], "e_tot_ha": -5647.89920, "elements": ["Cs", "C", "C", "N", "C", "S", "N", "N", "C", "C", "C", "C", "C", "C", "C", "N", "H", "H", "H", "H", "H", "H", "H", "H", "H", "H", "H", "H", "H", "O", "C", "O", "C", "C", "C", "C", "C", "C", "N", "C", "C", "C", "C", "C", "C", "N", "H", "H", "H", "H", "H", "H", "H", "H", "H", "H", "C", "C", "C", "C", "C", "C", "C", "S", "C", "O", "H", "H", "H", "H", "H", "H", "H", "H", "H", "H", "C", "Ge", "C", "C", "C", "C", "C", "C", "C", "C", "C", "C", "C", "C", "C", "C", "C", "C", "C", "C", "H", "H", "H", "H", "H", "H", "H", "H", "H", "H", "H", "H", "H", "H", "H", "H", "C", "N", "C", "C", "N", "C", "H", "H", "H", "H", "H", "H"], "coordinates": [[-0.82, -1.56, 0.49], [-4.89, -1.31, 6.58], [-4.99, -1.85, 5.16], [-3.81, -2.57, 4.73], [-2.64, -1.94, 4.35], [-1.28, -2.96, 4.12], [-2.71, -0.64, 4.26], [-1.67, -0.02, 3.63], [-1.30, 1.11, 4.11], [-1.84, 1.69, 5.40], [-0.32, 1.91, 3.33], [0.09, 3.17, 3.78], [0.96, 3.92, 3.01], [1.41, 3.41, 1.81], [0.95, 2.15, 1.43], [0.11, 1.42, 2.16], [-5.80, -0.75, 6.85], [-4.04, -0.64, 6.66], [-4.76, -2.12, 7.30], [-5.14, -1.02, 4.46], [-5.84, -2.53, 5.07], [-3.67, -3.51, 5.05], [-2.42, 0.93, 5.91], [-2.48, 2.55, 5.21], [-1.02, 2.02, 6.05], [-0.28, 3.56, 4.72], [1.29, 4.90, 3.35], [2.09, 3.95, 1.16], [1.23, 1.72, 0.47], [-8.67, -2.47, -0.34], [-8.07, -3.16, -1.36], [-8.79, -3.68, -2.18], [-6.61, -3.19, -1.36], [-5.96, -4.00, -2.31], [-4.59, -4.09, -2.38], [-3.75, -3.37, -1.48], [-4.42, -2.54, -0.54], [-5.79, -2.46, -0.48], [-2.40, -3.36, -1.48], [-1.71, -4.21, -2.23], [-0.29, -4.16, -2.36], [0.37, -5.12, -3.16], [1.74, -5.06, -3.30], [2.45, -4.06, -2.64], [1.73, -3.17, -1.86], [0.41, -3.20, -1.71], [-8.00, -2.16, 0.27], [-6.58, -4.55, -3.01], [-4.15, -4.71, -3.15], [-3.82, -1.94, 0.14], [-6.21, -1.78, 0.26], [-2.20, -5.02, -2.78], [-0.21, -5.88, -3.67], [2.26, -5.79, -3.92], [3.53, -3.98, -2.71], [2.25, -2.38, -1.32], [3.85, 2.29, 4.22], [3.29, 0.97, 3.78], [2.26, 0.35, 4.49], [1.75, -0.88, 4.09], [2.30, -1.51, 2.98], [3.29, -0.89, 2.24], [3.78, 0.34, 2.64], [1.72, -3.11, 2.39], [2.05, -4.02, 3.90], [2.74, -3.56, 1.39], [3.23, 2.74, 5.00], [3.89, 2.99, 3.38], [4.86, 2.18, 4.61], [1.84, 0.84, 5.35], [0.91, -1.33, 4.61], [3.68, -1.39, 1.36], [4.55, 0.83, 2.05], [3.11, -3.91, 4.14], [1.81, -5.06, 3.69], [1.41, -3.64, 4.69], [1.28, 0.64, -1.39], [2.56, 1.59, -2.41], [4.04, 0.72, -3.41], [3.85, -0.58, -3.90], [4.85, -1.23, -4.61], [6.07, -0.61, -4.83], [6.28, 0.67, -4.35], [5.28, 1.33, -3.64], [3.50, 2.98, -1.34], [4.45, 2.59, -0.39], [5.06, 3.51, 0.45], [4.73, 4.86, 0.37], [3.79, 5.27, -0.57], [3.19, 4.34, -1.41], [1.57, 2.63, -3.78], [0.18, 2.69, -3.68], [-0.57, 3.40, -4.61], [0.06, 4.07, -5.65], [1.44, 4.01, -5.77], [2.19, 3.30, -4.84], [1.75, -0.21, -0.85], [2.91, -1.08, -3.72], [4.68, -2.24, -4.98], [6.86, -1.12, -5.38], [7.23, 1.17, -4.51], [5.46, 2.32, -3.26], [4.70, 1.54, -0.30], [5.78, 3.18, 1.19], [5.19, 5.58, 1.03], [3.52, 6.32, -0.64], [2.45, 4.68, -2.13], [-0.30, 2.15, -2.87], [-1.65, 3.43, -4.51], [-0.53, 4.62, -6.38], [1.94, 4.52, -6.59], [3.27, 3.25, -4.95], [-4.45, 1.08, -4.04], [-3.64, 1.23, -2.85], [-3.29, 2.40, -2.22], [-2.55, 2.04, -1.14], [-2.44, 0.68, -1.09], [-3.09, 0.22, -2.12], [-4.56, 2.05, -4.52], [-5.44, 0.69, -3.80], [-3.97, 0.39, -4.74], [-3.59, 3.36, -2.61], [-2.07, 2.67, -0.41], [-3.20, -0.82, -2.39]]}